2 unconnected molecules or ions with the total composition C3H9NO3P, computed with the ωB97M-V functional and the def2-TZVPD basis.

The calculation puts the HOMO energy (alpha / beta) at -1.15 / -5.24 eV. As for the multiplicity: 3. The charge is -1. For the HOMO-LUMO gap (alpha / beta), the calculation gives 0.1876 / 0.2571 Ha. As for the energy above the lowest of the compared OMol25 structures with the same formula, charge and spin: 13.20 kcal per mole. The LUMO energy (alpha / beta) comes out at 3.96 / 1.76 eV.

Each line ends with the Löwdin spin population.
Geometry (Å):
C: -3.07780 0.03066 -0.94141  0.14
C: 2.74934 0.70979 1.08487  0.00
C: -2.12870 -0.59137 0.03058  0.68
N: -2.51464 -1.15023 1.08038  0.94
O: 0.73928 1.28409 -0.59076  0.01
O: 2.50420 -0.42097 -1.30918  0.00
O: 0.85349 -1.02882 0.55595  0.02
P: 1.51194 0.17231 -0.04033  0.00
H: -4.09637 -0.30070 -0.65025  0.01
H: -3.10339 1.14196 -0.98811  0.03
H: -2.72302 -0.39656 -1.96625  0.02
H: 3.68823 1.13801 0.69000  0.00
H: 2.12976 1.57517 1.57264  0.00
H: 2.97792 -0.14777 1.66831  0.00
H: 3.21353 0.12326 -1.64120  0.00
H: -1.04289 -0.79342 -0.24596  0.09
H: -1.68089 -1.34542 1.69071  0.06


A molecular structure, C4H11N3O, computed with the ωB97M-V functional and the def2-TZVPD basis.

The calculation puts the HOMO energy at -9.22 eV. The charge is 0. For the HOMO-LUMO gap, the calculation gives 0.3698 Ha. As for the energy above the lowest of the compared OMol25 structures with the same formula, charge and spin: 172.50 kcal per mole. The LUMO energy comes out at 0.84 eV.

Each line ends with the natural charge from an NBO analysis.
Geometry (Å):
C: 0.12857 1.13420 2.08282  -0.47
C: 0.00627 0.18263 0.04180  0.43
C: -0.21453 -0.02082 -1.62137  0.06
C: -1.09358 -1.30638 -1.77738  -0.68
H: 1.05550 1.61109 2.44166  0.20
H: -0.74176 1.71699 2.96976  0.20
H: -0.04994 -0.09957 2.34630  0.25
H: 0.26817 -1.81358 0.10728  0.38
H: 1.68015 -1.37502 2.54895  0.37
H: 2.26145 0.03079 1.44303  0.39
H: 0.79975 0.02524 -1.93267  0.19
H: -0.42771 -2.24090 -1.62219  0.21
H: -2.09405 -1.33879 -1.10168  0.24
H: -1.49504 -1.70259 -2.78976  0.25
H: -0.76372 1.68653 -1.28883  0.49
N: 0.07844 1.26082 0.61937  -0.52
N: 0.27366 -1.07875 0.93619  -0.54
N: 1.72434 -0.92498 1.44312  -0.74
O: -0.99852 1.09530 -2.05848  -0.71


A molecular structure, C15H39BrNO12P3S, computed with the ωB97M-V functional and the def2-TZVPD basis.

The calculation puts the HOMO energy at -8.86 eV. The charge is 0. For the HOMO-LUMO gap, the calculation gives 0.3164 Ha. The LUMO energy comes out at -0.25 eV.

Each line ends with the Mulliken charge.
Geometry (Å):
N: 2.59695 1.62680 2.01571  -0.74
P: 2.62816 1.53693 0.29352  0.47
O: 4.25036 1.47949 0.00829  -0.43
O: 2.00316 -0.02687 0.12562  -0.06
S: 1.86538 -0.55512 -1.44362  0.61
O: 2.53798 0.37736 -2.30469  -0.54
O: 2.63944 -1.97285 -1.43008  -0.36
C: 4.07225 -1.91468 -1.26217  -0.77
C: 4.54364 -1.93576 0.19973  -0.22
C: 4.84927 -3.35954 0.71142  -0.32
Br: 6.23982 -3.22219 2.08874  -0.19
H: 1.71819 1.19056 2.28754  0.22
H: 2.55732 2.60462 2.28330  0.32
H: 4.67347 1.92065 0.75943  0.27
H: 4.54451 -1.08174 -1.78325  0.35
H: 4.45933 -2.81847 -1.73771  0.47
H: 3.84012 -1.49666 0.90257  0.20
H: 5.47356 -1.36757 0.23814  0.31
H: 3.98253 -3.73729 1.24832  -0.01
H: 5.16224 -4.03752 -0.07659  0.43
O: 1.38997 -3.67029 2.78742  -0.81
P: 0.19703 -4.00824 1.96072  1.43
O: -0.97441 -3.22456 2.81512  -0.38
C: -0.80003 -1.84369 3.12613  -0.48
C: -1.07308 -0.94803 1.92793  -0.71
O: -0.04250 -5.56597 2.40790  -0.47
C: 1.04901 -6.38193 2.84466  -0.19
C: 1.07871 -6.47189 4.35759  -1.11
O: -0.73857 -4.19257 0.65446  -0.45
C: -2.08444 -4.69554 0.75292  -0.12
C: -3.11212 -3.58727 0.65412  -1.07
H: 0.20583 -1.66502 3.51208  0.36
H: -1.49864 -1.61093 3.93054  0.29
H: -0.51681 -1.27783 1.04705  0.01
H: -0.79841 0.08521 2.14793  0.42
H: -2.13027 -0.96340 1.66324  0.25
H: 1.99579 -6.00597 2.45828  0.20
H: 0.90039 -7.37462 2.41662  0.35
H: 0.97551 -5.49033 4.81820  0.28
H: 2.00622 -6.93110 4.70208  0.37
H: 0.24425 -7.07855 4.71408  0.32
H: -2.23371 -5.28224 1.65484  0.22
H: -2.20410 -5.36940 -0.09620  0.42
H: -3.23018 -3.07551 1.60738  0.17
H: -4.08582 -4.00086 0.38638  0.44
H: -2.81893 -2.84347 -0.08690  0.25
O: -1.45949 4.52082 -0.32442  -0.81
P: -2.22982 4.28565 -1.56955  1.11
O: -1.24067 4.75978 -2.77404  -0.28
C: 0.09601 4.24894 -2.80991  -0.43
C: 0.15016 2.82102 -3.31951  -0.82
O: -3.28926 5.53835 -1.51227  -0.40
C: -3.61702 6.16929 -0.27315  -0.34
C: -2.84415 7.46351 -0.10951  -1.07
O: -3.24224 3.39386 -2.44415  -0.37
C: -3.79974 3.88746 -3.67559  -0.08
C: -3.09774 3.30299 -4.88406  -1.07
H: 0.55365 4.31460 -1.82102  0.34
H: 0.66565 4.90198 -3.47114  0.30
H: -0.55702 2.17950 -2.78597  0.21
H: 1.15261 2.40993 -3.20129  0.35
H: -0.11014 2.77329 -4.37765  0.24
H: -3.43547 5.49872 0.56551  0.32
H: -4.68849 6.37700 -0.29097  0.35
H: -1.78715 7.32821 -0.33515  0.28
H: -2.94506 7.85201 0.90504  0.35
H: -3.22213 8.21722 -0.80277  0.30
H: -3.79985 4.97310 -3.71575  0.23
H: -4.84087 3.56312 -3.67412  0.41
H: -2.16584 3.82793 -5.08802  0.17
H: -3.72675 3.40444 -5.76987  0.43
H: -2.85756 2.25111 -4.72947  0.27


2 unconnected molecules or ions with the total composition C5H13NO, computed with the ωB97M-V functional and the def2-TZVPD basis.

The calculation puts the HOMO energy at -9.08 eV. The charge is 0. The SMILES is C=CC[C@H](C)N.O. For the HOMO-LUMO gap, the calculation gives 0.3559 Ha. As for the energy above the lowest of the compared OMol25 structures with the same formula, charge and spin: 47.24 kcal per mole. The LUMO energy comes out at 0.60 eV.

Each line ends with the natural charge from an NBO analysis.
Geometry (Å):
C: 2.17105 1.34496 2.03228  -0.43
C: 1.10532 0.64253 1.68940  -0.14
C: 0.27732 0.54488 0.43104  -0.46
C: 0.26711 -0.97899 0.02455  -0.04
C: 1.62085 -1.69019 0.23577  -0.61
N: -0.08786 -1.22438 -1.35644  -0.86
H: 2.50935 1.41286 3.07149  0.21
H: 2.49712 2.10135 1.32436  0.18
H: 0.76078 -0.10825 2.43951  0.17
H: 0.88994 1.21287 -0.22342  0.20
H: -0.72533 0.87976 0.61958  0.22
H: -0.42090 -1.43717 0.71834  0.18
H: 1.45721 -2.77062 -0.00337  0.22
H: 2.02889 -1.54165 1.24658  0.21
H: 2.38803 -1.24498 -0.39680  0.21
H: -0.17006 -0.47001 -2.03289  0.37
H: -1.06423 -1.58657 -1.43088  0.36
O: -5.36274 1.49155 -2.46446  -0.93
H: -5.65374 1.52852 -3.38461  0.47
H: -4.48809 1.89353 -2.54003  0.46


A molecular structure, C32H45N2S5SiY, computed with the ωB97M-V functional and the def2-TZVPD basis.

The calculation puts the HOMO energy at -11.95 eV. The charge is +2. For the HOMO-LUMO gap, the calculation gives 0.2201 Ha. As for the energy above the lowest of the compared OMol25 structures with the same formula, charge and spin: 37.18 kcal per mole. The LUMO energy comes out at -5.97 eV.

Each line ends with the Mulliken charge.
Geometry (Å):
Y: -0.21218 -0.32035 0.50682  -0.34
C: 1.86191 3.50768 0.02263  -0.60
C: 0.62457 4.12549 0.64423  -0.98
S: -0.82866 3.12090 0.26352  0.43
C: -2.02547 3.73274 1.47088  -1.40
C: -1.71909 3.39088 2.91742  -0.60
S: -1.64502 1.59755 3.14624  0.06
C: -0.87825 1.50198 4.78472  -0.98
C: 0.61766 1.77933 4.80877  -0.90
S: 1.47793 0.60823 3.73395  0.36
C: 3.06111 1.42199 3.41500  -1.15
C: 2.97723 2.53665 2.38813  -0.78
S: 2.38097 1.94741 0.77536  0.24
H: 2.70328 4.19717 0.08480  0.60
H: 1.68959 3.26691 -1.02897  0.01
H: 0.46631 5.11823 0.22237  0.55
H: 0.71729 4.21483 1.72597  0.34
H: -2.96895 3.28083 1.16120  0.43
H: -2.10853 4.81255 1.35197  0.51
H: -2.51259 3.77477 3.55791  0.53
H: -0.77141 3.81902 3.24220  0.32
H: -1.08533 0.49219 5.14022  0.43
H: -1.40248 2.20047 5.43572  0.54
H: 0.99434 1.64151 5.82195  0.50
H: 0.84894 2.79449 4.48517  0.49
H: 3.72934 0.62867 3.07608  0.48
H: 3.44431 1.80348 4.36065  0.51
H: 3.96700 2.96402 2.22923  0.50
H: 2.30495 3.32216 2.73153  0.32
C: 0.57124 -2.90401 3.20699  -0.92
C: -0.85359 -2.40994 3.39185  0.20
N: -1.57878 -2.27615 2.12198  0.05
C: -2.07257 -3.53441 1.53637  -0.86
C: -1.03269 -4.42974 0.86508  -1.09
S: 0.17769 -3.57442 -0.18966  0.31
C: 1.77349 -3.92871 0.58886  -1.01
C: 2.31574 -2.79348 1.44315  -0.75
N: 1.26645 -2.09807 2.20076  0.58
H: 0.57473 -3.94532 2.89853  0.26
H: 1.07616 -2.85539 4.17431  0.43
H: -0.81943 -1.41769 3.84734  -0.68
H: -1.37488 -3.08406 4.07899  0.47
H: -2.41181 -1.73073 2.32659  0.29
H: -2.82050 -3.26115 0.79158  0.46
H: -2.57442 -4.13681 2.30103  0.36
H: -1.56257 -5.11054 0.20071  0.57
H: -0.48347 -5.04111 1.57706  0.47
H: 2.46236 -4.12555 -0.23072  0.52
H: 1.66373 -4.85712 1.14803  0.58
H: 2.78791 -2.05347 0.79137  0.36
H: 3.09451 -3.19834 2.09758  0.45
H: 1.70939 -1.33747 2.69260  -0.56
C: -4.30351 -2.52207 -3.72018  -0.65
C: -4.00696 -1.31568 -4.33602  -0.70
C: -2.88176 -0.59481 -3.95134  -0.25
C: -2.03622 -1.06440 -2.94031  0.26
C: -2.35221 -2.28286 -2.33572  0.17
C: -3.47101 -3.00783 -2.72021  -0.62
Si: -0.48238 -0.11547 -2.48822  1.09
C: 1.10738 -0.93230 -3.04028  0.25
C: 1.20798 -1.43534 -4.34111  -0.29
C: 2.38731 -2.01377 -4.79408  -0.72
C: 3.48452 -2.10993 -3.94704  -0.54
C: 3.39937 -1.62918 -2.64778  -0.84
C: 2.22078 -1.04271 -2.20761  0.37
C: -0.60041 1.68823 -2.94832  0.92
C: 0.52442 2.36740 -3.42662  -0.76
C: 0.44835 3.71026 -3.78108  -0.50
C: -0.75783 4.39048 -3.67030  -0.64
C: -1.88657 3.72505 -3.20768  -0.68
C: -1.80580 2.38814 -2.84686  -0.38
H: -5.17786 -3.08619 -4.01818  0.40
H: -4.65106 -0.93507 -5.11913  0.43
H: -2.65569 0.34073 -4.44984  0.42
H: -1.69838 -2.68654 -1.57325  -0.11
H: -3.69583 -3.95850 -2.24979  0.45
H: 0.35632 -1.37687 -5.01107  0.42
H: 2.45041 -2.38919 -5.80739  0.43
H: 4.40496 -2.55817 -4.29823  0.41
H: 4.25479 -1.70504 -1.98606  0.45
H: 2.17696 -0.64774 -1.18898  0.03
H: 1.46557 1.83701 -3.54113  0.43
H: 1.32577 4.21947 -4.16094  0.47
H: -0.81997 5.43271 -3.95746  0.43
H: -2.82989 4.25215 -3.12902  0.45
H: -2.69907 1.87994 -2.49481  0.52


- Which value of charge does entry 4 give?
  0


- Among the records above, which one has the lowest charge?
  C3H9NO3P


- Which value of charge does entry 5 give?
  +2